No. 1
C30H49Al3CsF14LiN7O13S4 | wB97M-V/def2-TZVPD

Results
Kohn-Sham gap in eV: 0.90
E in eV: -170858.74012
HOMO level in Eh: -0.341
Charge: +1

Element x y z (Å)
C 2.1864 0.2423 -6.0395
C 3.4661 -0.7153 -6.3512
O 4.6166 -0.1522 -6.3265
N 3.4395 -2.1977 -6.6140
C 2.3690 -2.6109 -7.5920
C 3.3618 -2.9835 -5.3220
C 1.8457 -3.1645 -4.7444
C 1.9833 -3.2374 -3.1167
C 1.4137 -4.6249 -2.5075
C 1.4726 -4.5642 -0.9086
C 2.6777 -5.2612 -0.2032
C 2.7371 -5.2325 1.3745
N 1.7399 -4.5992 2.2055
O 1.7260 -4.5799 3.5558
C 3.0341 -4.3994 4.0991
N 4.1845 -4.5839 4.4522
C 0.6018 -3.9350 1.5507
C 0.4066 -3.8538 0.0079
C -0.8687 -3.0516 -0.5552
C -1.7527 -3.8460 -1.6525
C -1.6693 -2.9845 -3.0324
C -2.8813 -1.9065 -3.2005
C -2.3367 -0.3903 -2.9873
C -2.6658 0.6013 -4.2345
C -1.5745 1.8379 -4.3370
S -1.7003 2.9648 -2.8476
C -0.5892 2.1351 -1.5955
N -1.0318 1.8762 -0.2269
N 0.0393 1.2385 0.3416
C 1.1116 1.1243 -0.6144
O 0.7262 1.6720 -1.8939
H 2.0455 0.3685 -4.8816
H 2.4177 1.2936 -6.4560
H 1.1803 -0.1002 -6.5165
H 2.7882 -2.4157 -8.6503
H 2.1329 -3.7468 -7.5375
H 1.3535 -2.0707 -7.4672
H 3.7731 -4.0428 -5.5052
H 4.0807 -2.4605 -4.5874
H 1.4140 -4.1548 -5.1569
H 1.1696 -2.2455 -5.0061
H 1.4703 -2.3469 -2.5916
H 3.0956 -3.1869 -2.8002
H 0.4087 -4.9495 -2.9442
H 2.1759 -5.4415 -2.8277
H 3.4993 -5.7636 -0.8376
H 3.6439 -5.7587 1.8412
H -0.2054 -3.4396 2.2068
H -0.6229 -2.0008 -0.9607
H -1.5639 -2.8656 0.3588
H -1.4266 -4.9359 -1.8047
H -2.8596 -3.8545 -1.3290
H -0.6791 -2.4086 -3.0831
H -1.6965 -3.6888 -3.9390
H -3.6269 -2.1052 -2.3375
H -3.4584 -2.0399 -4.1984
H -1.2026 -0.3285 -2.8177
H -2.8298 0.0545 -2.0434
H -3.7116 1.0656 -4.1961
H -2.5783 -0.0102 -5.2131
H -0.4894 1.4580 -4.5243
H -1.8471 2.4766 -5.2673
H 2.1464 0.6574 -0.4675
N 6.0138 3.0567 -4.2756
S 5.4192 3.0210 -2.8153
O 6.2293 3.5629 -1.7505
O 4.5780 1.8981 -2.4689
F 4.3244 4.1737 -2.9501
S 7.1977 2.0446 -4.4400
O 7.9869 2.2649 -5.6519
O 6.9584 0.6589 -4.1308
F 8.2406 2.4784 -3.3142
C -2.9250 7.6883 2.0360
O -2.5668 6.5133 2.7495
C -3.2672 5.3686 2.2863
C -2.3910 4.5127 1.3690
O -2.0874 5.1933 0.1601
C -0.7814 5.7493 0.1644
H -2.1883 8.4614 2.2602
H -2.9376 7.5206 0.9549
H -3.9097 8.0330 2.3651
H -4.1977 5.6572 1.7852
H -3.5322 4.7751 3.1709
H -2.9481 3.6114 1.0969
H -1.4731 4.2007 1.8803
H -0.0422 4.9565 0.0131
H -0.5667 6.2792 1.0976
H -0.7103 6.4590 -0.6614
Cs -0.1623 -1.0509 -6.7776
C -2.9218 3.7275 6.7098
F -1.9782 4.0047 5.7742
F -2.2672 3.1457 7.7394
F -3.3527 4.9255 7.1698
S -4.3022 2.6724 6.0469
O -3.6649 1.4379 5.5991
O -4.8899 3.4464 4.9555
O -5.2135 2.4757 7.1672
Li -2.6325 -5.4374 -0.2342
F -2.2189 -9.4323 3.6363
Al -2.0554 -9.4706 1.8709
F -0.4091 -9.9718 1.4328
F -2.3632 -7.8399 1.2176
F -3.2310 -10.6096 1.1845
Al 9.6482 3.7617 -5.5825
F -5.2488 3.0120 -0.4268
Al -5.7055 4.5315 -1.2325
F -5.2867 5.9056 -0.1832
F -7.4516 4.5347 -1.5478
F -4.8229 4.6702 -2.7721
C 0.3535 1.1538 9.9187
C -0.5803 1.9928 10.7486
O -1.7416 2.1890 10.4200
N -0.0972 2.5417 11.8982
C 1.2341 2.4280 12.4536
H -0.1754 0.7877 9.0374
H 1.2034 1.7543 9.5865
H 0.6992 0.2933 10.4960
H -0.7819 3.0903 12.3999
H 1.1531 1.9828 13.4478
H 1.6535 3.4324 12.5454
H 1.8890 1.8172 11.8356
F -2.8452 -11.9920 3.3377



No. 2
C30H49AsBr33F8NO2P | wB97M-V/def2-TZVPD

Results
Kohn-Sham gap in eV: 5.08
E in eV: -2440748.40851
HOMO level in Eh: -0.158
Charge: -1

Element x y z (Å)
C 3.6755 -2.6368 -0.2543
C 3.0266 -1.2239 0.1189
O 1.6522 -1.1085 -0.2686
C 1.1660 0.1387 0.3398
As -0.4390 0.9308 -0.6589
C -1.2444 -0.9414 -0.2885
C -2.7888 -0.9935 0.0259
C -3.3884 -2.4621 -0.3251
C -4.7958 -2.2391 -1.0739
C -5.9247 -1.6275 -0.1310
C -6.2213 -0.0831 -0.3842
O -6.4816 0.2290 -1.7627
C -6.5975 1.6713 -1.8554
C 0.5361 2.7439 -0.8758
C -0.2748 4.0430 -0.5002
C -0.2198 5.2400 -1.5400
F -1.5213 5.4841 -2.0335
F 0.6149 5.0731 -2.6233
F 0.1753 6.4169 -0.8984
P 0.6811 0.2785 -2.5703
N 0.5133 -1.2108 -3.1302
C -1.1851 1.4211 1.1771
C -0.1715 2.2667 2.1455
C -2.5926 2.0523 1.4353
C -2.8788 1.9946 3.0434
C -1.9972 1.5002 -1.8520
F -1.4358 2.5368 -2.7264
F -3.0922 2.1967 -1.3702
C -2.5570 0.5618 -3.0280
F -2.5208 -0.7839 -2.9898
F -2.0244 0.8747 -4.3284
F -3.9307 0.8813 -3.1869
H 4.2068 -3.0187 0.6772
H 4.4626 -2.4396 -1.0417
H 2.9294 -3.3826 -0.6576
H 3.6814 -0.4185 -0.3504
H 3.0816 -1.1035 1.2531
H 2.0760 0.8054 0.4029
H 0.9162 -0.1620 1.4192
H -0.7470 -1.4105 0.6298
H -1.0297 -1.6814 -1.1096
H -3.4807 -0.2573 -0.4571
H -2.9248 -0.8962 1.1572
H -2.6857 -3.0492 -1.0050
H -3.5372 -3.0774 0.6153
H -5.1871 -3.2268 -1.4974
H -4.6551 -1.5587 -1.9631
H -6.8938 -2.2138 -0.2332
H -5.5581 -1.7241 0.9428
H -5.3714 0.5287 0.0710
H -7.1536 0.1824 0.2288
H -7.6764 2.0204 -1.7495
H -6.2708 1.9575 -2.9101
H -5.9339 2.2201 -1.1216
H 0.9923 2.7588 -1.9262
H 1.4789 2.7924 -0.2289
H 0.1238 4.4727 0.4765
H -1.3690 3.8173 -0.3708
H 0.4972 1.1511 -3.7162
H 2.0957 0.4544 -2.2874
H 0.1400 -1.1407 -4.0856
H -1.2016 0.4289 1.7663
H 0.8782 2.3556 1.7911
H -0.6203 3.3061 2.1984
H -0.1590 1.8262 3.1814
H -2.7560 3.1395 1.1835
H -3.5001 1.4930 1.0373
H -4.0129 1.9939 3.1866
H -2.4540 1.0576 3.5105
H -2.4958 2.9455 3.5228
C 3.7320 0.2919 4.3092
Br 3.2240 1.7920 3.1951
Br 2.2255 -0.3980 5.3152
Br 4.6078 -1.0951 3.2787
H 4.4557 0.6584 5.0321
C -10.3915 1.9324 1.1637
Br -9.0638 3.1508 0.4524
Br -11.4970 1.1766 -0.2371
Br -9.5884 0.5577 2.2685
H -11.0461 2.5145 1.8063
C 6.9527 3.3317 1.9693
Br 8.2885 4.5589 1.2860
Br 5.8257 2.6323 0.5590
Br 7.7508 1.9118 3.0205
H 6.3110 3.8997 2.6377
C 0.9145 -4.4475 -4.7100
Br 1.2294 -4.5057 -2.8000
Br -0.9778 -4.3790 -5.1245
Br 1.8871 -3.0022 -5.5563
H 1.2977 -5.3754 -5.1247
C 1.7502 -5.5865 2.1302
Br 3.1205 -6.9563 2.1923
Br 2.1172 -4.1356 3.3584
Br 1.4593 -4.9280 0.3327
H 0.8224 -6.0509 2.4535
C -1.1471 5.5801 4.6762
Br 0.2386 4.2309 4.7811
Br -0.8059 7.0602 5.8816
Br -1.4258 6.1827 2.8556
H -2.0723 5.1118 5.0018
C 2.0602 -10.9634 2.5813
Br 2.2011 -10.8089 0.6552
Br 3.7418 -10.5660 3.4593
Br 0.6088 -9.8897 3.2857
H 1.8239 -12.0007 2.8013
C 8.8604 0.2763 6.9164
Br 9.1515 0.2905 8.8326
Br 6.9731 0.2858 6.4761
Br 9.8169 1.7112 6.0327
H 9.2692 -0.6574 6.5398
C 13.3531 1.6125 3.1661
Br 13.6440 1.6237 5.0823
Br 11.4668 1.6253 2.7239
Br 14.3086 3.0498 2.2845
H 13.7625 0.6798 2.7880
C -5.5554 -0.1469 -6.8927
Br -5.3006 0.0028 -8.8112
Br -3.9428 0.2844 -5.9120
Br -7.0686 0.9027 -6.2855
H -5.7874 -1.1878 -6.6843
C 1.7379 -1.1194 -9.2132
Br 3.5899 -0.9887 -8.6553
Br 1.3300 -2.8659 -9.9490
Br 0.5227 -0.6395 -7.7850
H 1.5941 -0.3965 -10.0112



No. 3
C30H49Br2NO8P2 | wB97M-V/def2-TZVPD

Results
Kohn-Sham gap in eV: 7.05
E in eV: -208435.01199
HOMO level in Eh: -0.305
SMILES: CCOC(=O)CCCC1=C(P(C)CC)C(=O)C(/C(Br)=C(/C)Br)=C(P(N)O)C1=O.C1CCOC1.C1CCOC1.C1CCOC1

Element x y z (Å)
C 2.6987 1.5588 1.7227
C 1.5468 0.8372 1.0587
O 1.7252 0.9768 -0.3792
C 1.0931 -0.0593 -1.0135
O 1.7179 -0.9432 -1.5167
C -0.4148 0.0048 -1.0669
C -1.0914 -1.2913 -0.6276
C -1.1623 -1.4682 0.9026
C -2.3139 -2.3723 1.2454
C -2.4350 -3.6751 0.9165
P -0.9492 -4.6373 0.4566
C -0.1224 -4.8218 2.0869
C -1.4712 -6.3502 0.0840
C -0.2241 -7.1431 -0.3567
C -3.8115 -4.2635 0.9191
O -4.0221 -5.4507 0.9471
C -4.9463 -3.2703 0.8578
C -6.0978 -3.5195 -0.0243
Br -6.0284 -2.4172 -1.5792
C -7.1121 -4.3685 0.1133
C -8.2272 -4.5496 -0.8651
Br -7.2009 -5.4112 1.6797
C -4.7977 -2.1799 1.6386
P -6.0941 -1.0810 2.3086
N -5.9963 0.2048 1.1406
O -7.4726 -1.8120 1.8102
C -3.4270 -1.8064 2.0538
O -3.1917 -1.0340 2.9578
H 3.6160 1.2572 1.2131
H 2.6067 2.6353 1.5809
H 2.7685 1.3107 2.7791
H 1.5567 -0.2234 1.3161
H 0.5836 1.2674 1.3429
H -0.7957 0.8781 -0.5380
H -0.6507 0.1626 -2.1231
H -0.5964 -2.1472 -1.0842
H -2.1104 -1.2847 -1.0249
H -0.2312 -1.9037 1.2674
H -1.3131 -0.4922 1.3610
H -0.5672 -5.5951 2.7132
H -0.0870 -3.8717 2.6161
H 0.9097 -5.1109 1.8839
H -2.1607 -6.2839 -0.7576
H -1.9984 -6.8423 0.8963
H -0.3791 -8.2110 -0.2251
H -0.0122 -6.9362 -1.4043
H 0.6575 -6.8340 0.2059
H -7.8665 -5.0397 -1.7705
H -9.0136 -5.1661 -0.4394
H -8.6521 -3.5851 -1.1415
H -5.0353 0.5458 1.1765
H -6.5402 0.9717 1.5335
H -8.0495 -1.1852 1.3555
C 1.8380 4.3413 -4.6656
C 2.3454 3.2191 -3.7619
C 1.9268 3.7185 -2.3856
O 0.7296 4.4814 -2.5833
C 0.5347 4.7246 -3.9762
H 1.6930 4.0409 -5.7023
H 2.5360 5.1811 -4.6479
H 1.8310 2.2844 -3.9985
H 3.4176 3.0444 -3.8378
H 2.6908 4.3747 -1.9535
H 1.7277 2.9123 -1.6841
H -0.2961 4.1032 -4.3300
H 0.2669 5.7721 -4.1210
C 2.0267 7.4266 2.3451
C 0.8348 6.8700 3.1211
C 0.8392 5.4112 2.6834
O 2.2038 5.0730 2.4295
C 3.0016 6.2578 2.4003
H 2.4406 8.3395 2.7703
H 1.7389 7.6306 1.3117
H 1.0186 6.9436 4.1952
H -0.1061 7.3719 2.9016
H 0.2655 5.2725 1.7604
H 0.4416 4.7365 3.4428
H 3.6123 6.2926 3.3089
H 3.6676 6.2159 1.5381
C 6.6825 -1.2387 -1.2660
C 5.9120 -0.4532 -2.3253
C 5.0837 0.4894 -1.4638
O 5.8624 0.7497 -0.2887
C 6.9592 -0.1612 -0.2249
H 7.5927 -1.7057 -1.6399
H 6.0464 -2.0191 -0.8430
H 6.6066 0.1126 -2.9509
H 5.2974 -1.0753 -2.9738
H 4.1405 0.0273 -1.1625
H 4.8610 1.4355 -1.9602
H 7.8832 0.3819 -0.4541
H 7.0344 -0.5560 0.7892



No. 4
C30H49Br3NO10 | wB97M-V/def2-TZVPD

Results
Kohn-Sham gap in eV: 6.92
E in eV: -263990.28725
HOMO level in Eh: -0.429
Charge: +1

Element x y z (Å)
C 0.4734 4.2790 -0.5282
C 0.7859 2.8912 -1.0928
Br 1.3119 2.8475 -2.9670
C 0.7380 1.7577 -0.3802
Br 0.2681 1.8001 1.4697
C 1.0720 0.4729 -1.1367
C 0.0281 -0.3044 -1.7131
C -1.4489 0.1603 -1.5111
O -1.8317 0.3770 -0.3782
O -2.3362 0.3072 -2.5065
C 0.4460 -1.5274 -2.4523
C 1.7799 -1.8245 -2.5302
Br 2.3015 -3.4149 -3.4645
N 2.7405 -1.0664 -1.9600
C 2.4239 0.0423 -1.2836
C 3.5174 0.8852 -0.6059
C 3.6258 0.3857 0.8745
C 4.5797 1.2371 1.7829
C 3.8113 1.4595 3.1341
C 4.9234 2.6427 1.2270
H -0.6059 4.3110 -0.2909
H 1.0740 4.5249 0.3617
H 0.6648 5.0292 -1.3157
H -1.9042 0.2366 -3.3752
H -0.3080 -2.1837 -2.9026
H 3.7266 -1.3149 -2.0346
H 4.4531 0.6721 -1.1643
H 3.2723 1.9512 -0.7098
H 3.9463 -0.6742 0.8353
H 2.5982 0.3894 1.2874
H 5.4636 0.6263 2.0284
H 3.6175 0.4801 3.6206
H 2.8062 1.8796 2.9347
H 4.3708 2.1032 3.8305
H 4.0508 3.2373 0.9078
H 5.7103 2.5736 0.4492
H 5.3872 3.2065 2.0607
O 7.7120 5.0514 1.6745
C 7.7864 5.7082 0.6725
O 6.6928 5.8632 -0.1027
C 6.6271 6.7585 -1.2185
C 7.1985 6.1253 -2.4711
C 9.1004 6.2940 0.2185
H 7.0999 7.7121 -0.9791
H 5.5684 6.9674 -1.3708
H 8.2537 5.8791 -2.3524
H 7.0947 6.7988 -3.3225
H 6.6775 5.1927 -2.6943
H 9.6764 5.5201 -0.2883
H 9.6465 6.6297 1.0979
H 9.0015 7.1575 -0.4347
O -0.9582 -4.8951 2.9437
C -1.4053 -4.7008 1.8481
O -0.9689 -3.6325 1.1406
C -1.2799 -3.3679 -0.2298
C -2.5782 -2.6535 -0.4210
C -2.4964 -5.5671 1.2815
H -1.2299 -4.2895 -0.8148
H -0.4933 -2.7073 -0.5896
H -3.4235 -3.2349 -0.0615
H -2.7443 -2.4213 -1.4755
H -2.5659 -1.7245 0.1476
H -3.4531 -5.2411 1.6903
H -2.3074 -6.5953 1.5857
H -2.5491 -5.5668 0.1974
O -3.8379 -4.9908 -1.5698
C -5.0343 -4.9231 -1.7127
O -5.5524 -4.9669 -2.9459
C -6.9578 -5.0653 -3.2223
C -7.6245 -3.7052 -3.1911
C -5.9500 -4.7043 -0.5343
H -7.4354 -5.7812 -2.5519
H -7.0348 -5.4820 -4.2256
H -7.5498 -3.2417 -2.2069
H -8.6792 -3.7902 -3.4533
H -7.1393 -3.0305 -3.8980
H -5.9565 -3.6432 -0.2821
H -5.5633 -5.2718 0.3106
H -6.9698 -5.0428 -0.6943
O -7.3900 -0.9998 2.5613
C -6.2020 -0.9223 2.7109
O -5.6739 -1.0317 3.9436
C -4.2680 -1.1412 4.1759
C -3.6054 0.2140 4.1848
C -5.2852 -0.6186 1.5446
H -3.8086 -1.8223 3.4562
H -4.1596 -1.6072 5.1546
H -3.7128 0.7176 3.2233
H -2.5418 0.1147 4.4076
H -4.0629 0.8612 4.9343
H -5.2978 0.4535 1.3510
H -5.6634 -1.1458 0.6696
H -4.2595 -0.9497 1.6868